Record 1
ORCA calculation (ωB97M-V/def2-TZVPD) on 7 unconnected molecules or ions with the total composition C17H48O7 in a non-equilibrium geometry.

## Properties
Energy above the lowest of the compared OMol25 structures with the same formula, charge and spin (kJ/mol): 742.6
SMILES string: CC(C)O.CC(C)O.CC(C)O.CC(C)O.CC(C)O.CO.CO
F_max (eV/Å): 6.454
DFT total energy (Ha): -1202.860799
Highest occupied orbital energy (eV): -9.8

```
! RIJCOSX wB97M-V def2-TZVPD def2/J DEFGRID3
* xyz 0 1
O 44.70800 23.94900 22.37100
O 44.56200 21.29500 16.66100
O 37.39500 23.35000 16.89200
O 42.57000 19.96200 22.03300
O 40.17600 19.71600 20.55600
O 39.30000 17.71500 18.57400
O 39.15200 15.73400 23.14900
C 41.29000 16.53500 17.97300
C 37.47500 24.24200 14.58600
C 39.29700 20.84400 20.51700
C 39.15700 16.50800 21.96300
C 39.89400 21.81300 19.54500
C 44.54300 21.97700 17.87500
C 41.94100 19.51000 23.24000
C 43.91600 21.06400 18.93900
C 42.51300 24.28200 21.42000
C 38.15500 23.38900 15.72900
C 39.27600 21.29700 21.94500
C 43.76400 26.13600 22.71300
C 40.78600 18.84500 17.10400
C 40.16400 17.54200 17.51100
C 39.46800 24.05200 16.18800
C 43.46000 24.65900 22.63000
C 43.82500 23.27200 17.63400
H 42.34500 23.33300 21.32300
H 41.27700 18.68800 22.86300
H 42.88900 20.87900 18.82600
H 45.68200 22.29000 18.15400
H 41.17700 15.49700 18.30300
H 39.37700 22.87800 19.44900
H 38.80900 17.41800 22.30000
H 38.28000 20.54800 20.15400
H 41.89300 16.28500 17.13500
H 36.86500 25.03700 14.96800
H 42.83100 23.05300 17.57000
H 42.85200 18.89000 23.78400
H 43.62300 23.94900 18.49100
H 38.47400 17.89400 18.29400
H 42.89400 26.79500 22.81400
H 40.41200 23.51200 16.57800
H 39.26800 24.81600 16.95500
H 41.76000 17.03000 18.77600
H 39.93100 19.06200 19.94400
H 39.93700 24.67400 15.30000
H 40.98500 22.08600 19.81000
H 41.84700 19.67200 21.29100
H 44.67600 20.23500 19.20400
H 44.37500 26.50300 23.60300
H 42.94800 24.29200 23.54400
H 36.83500 23.73500 13.98600
H 40.26800 21.61200 22.11100
H 36.71100 22.66000 16.68700
H 38.15500 24.54300 13.81000
H 39.66500 21.46300 18.41700
H 38.35400 21.88800 22.09800
H 44.25700 23.70100 16.75800
H 43.96800 21.52700 19.89200
H 41.59700 24.72400 21.32100
H 38.35800 22.32800 15.23800
H 39.09000 16.13000 23.99100
H 44.21100 26.34100 21.77600
H 45.10300 21.76500 16.12700
H 44.72500 22.93200 22.39200
H 41.45700 19.43600 17.80200
H 40.30400 16.97600 21.72600
H 39.13900 20.29600 22.51800
H 38.62300 16.01400 21.12300
H 39.75800 16.94900 16.54700
H 41.59800 18.79700 16.27900
H 41.33000 20.24500 23.61700
H 40.13300 19.59300 16.65400
H 43.00900 24.27500 20.54700
*
```

=====

Record 2
ORCA calculation (ωB97M-V/def2-TZVPD) on a gas-phase ion, C7H10N2 (charge +2) in a non-equilibrium geometry.

## Properties
Energy above the lowest of the compared OMol25 structures with the same formula, charge and spin (kJ/mol): 150.3
F_max (eV/Å): 7.450
DFT total energy (Ha): -381.421540
Highest occupied orbital energy (eV): -19.6

```
! RIJCOSX wB97M-V def2-TZVPD def2/J DEFGRID3
* xyz 2 1
N -0.28067 -0.04839 0.74050
N 1.90103 -1.19300 -0.20652
C 0.59148 -0.75239 1.54314
C 1.72668 -1.36321 1.05256
C 1.25765 -0.49934 -1.02376
C -0.08561 0.22668 -0.49749
C -0.88960 0.95585 -1.41006
C 2.44393 -1.22823 -1.54639
C -1.48415 0.54196 1.26511
H -1.86961 0.68412 -1.44984
H 2.36748 -2.22062 -2.14085
H -0.54356 0.87151 -2.45118
H -0.86220 2.07877 -1.25328
H -2.23963 0.25857 0.63421
H -1.55192 1.54921 1.28936
H -1.76840 0.12193 2.21037
H 2.41845 -2.00040 1.56438
H 3.40602 -0.70453 -1.74618
H 0.24009 -1.00299 2.55424
*
```

=====

Record 3
ORCA calculation (ωB97M-V/def2-TZVPD) on 8 unconnected molecules or ions with the total composition C39H51N8O.

## Properties
F_max (eV/Å): 0.558
DFT total energy (Ha): -2029.818646
Highest occupied orbital energy (eV): -0.8

```
! RIJCOSX wB97M-V def2-TZVPD def2/J DEFGRID3
* xyz -1 1
O 2.16094 -0.72103 0.53303
N -2.63814 -3.31365 -0.18649
N 6.11812 4.62023 1.37185
N -1.73385 -2.28296 -4.40391
N 4.39174 0.27914 2.23563
N 8.01568 7.74564 2.60927
N -5.48151 0.92469 -7.80588
N -6.86302 -3.75497 -1.57929
N -4.54609 -2.42293 3.21513
C -6.32226 -0.14856 -7.91609
C 7.82414 8.82725 1.79434
C 6.43499 -0.88733 3.25873
C -6.18494 2.02333 -7.39577
C -0.84372 -1.35211 -4.85915
C -2.82083 -1.06608 -5.89296
C -7.52888 -3.47763 -3.67136
C -5.64544 -1.61317 3.13320
C 8.73021 9.50703 3.73738
C -7.58015 0.26866 -7.57210
C 5.58024 4.90238 -0.75451
C 0.37125 -1.55072 1.78006
C 4.74076 3.89866 -0.19899
C -2.44049 -4.50002 0.46660
C 3.20905 0.76396 2.92857
C 0.11985 -1.10736 4.12713
C -6.65850 -3.02390 -2.71589
C 8.56487 8.14950 3.79531
C -5.25379 -2.12357 5.28804
C -4.29891 -2.73689 4.52243
C -7.49283 1.64914 -7.24184
C 6.11666 -3.36691 3.98275
C -3.26177 -3.54462 -1.38290
C 5.69316 -2.23194 3.04878
C -7.85452 -4.67029 -1.79316
C 8.26005 9.93751 2.46593
C -2.93944 -2.11971 -5.02623
C -2.94552 -5.50078 -0.32031
C -3.46527 -4.89479 -1.49699
C 6.42062 5.32997 0.23777
C -6.10957 -1.40881 4.40507
C 1.53141 -0.78699 1.73887
C 5.67802 0.43349 2.93665
C 5.09749 3.74953 1.11364
C 1.27567 -0.33705 4.06891
C 1.99661 -0.14931 2.89413
C -8.28937 -4.52597 -3.08444
C -0.32613 -1.71353 2.96352
C -1.48860 -0.57815 -5.78804
H 9.14088 10.12389 4.51878
H -2.35650 -2.41260 0.15889
H -9.06531 -5.10563 -3.55554
H 4.71991 3.09730 1.88321
H -5.69802 2.97148 -7.24720
H -0.40843 -1.22984 5.06276
H -5.91613 -2.24500 -2.75060
H 8.24189 10.94654 2.09001
H -6.96514 -0.81240 4.67383
H 7.78494 6.80049 2.37127
H 7.33417 -0.90073 2.63375
H 2.89658 1.75453 2.55638
H 1.64263 0.13208 4.97486
H 6.78147 -0.84430 4.29273
H -4.49626 0.90731 -7.99288
H -5.32998 -2.17885 6.36079
H 4.48217 0.69091 1.31830
H -1.95195 -4.53305 1.42630
H -3.46877 -3.36616 4.79427
H 5.88471 -2.55566 2.01876
H 6.57045 4.70586 2.26268
H 4.61826 -2.04580 3.13778
H 6.39725 -2.97303 4.97110
H -1.22129 -2.32642 2.95871
H 5.53517 0.99556 3.86726
H -4.00346 -2.74176 2.43298
H -1.53557 -2.98681 -3.71413
H 8.78947 7.44161 4.57426
H -6.00106 -1.25126 2.18375
H -7.61131 -3.09928 -4.67665
H -1.05398 0.24616 -6.32845
H -2.93679 -6.55097 -0.08289
H -6.35228 -3.64261 -0.72275
H 6.31230 1.07226 2.31050
H 5.57042 5.26531 -1.76848
H 0.16401 -1.31582 -4.48312
H -3.77507 -2.76160 -4.80143
H -8.46416 -0.34624 -7.55600
H -3.60443 -0.68978 -6.52778
H 3.45570 0.90392 3.98192
H 6.95853 -3.93566 3.56775
H 7.20168 6.07152 0.22497
H 2.90129 -0.11096 0.58686
H -3.93565 -5.39120 -2.32972
H 3.96619 3.34931 -0.70749
H -8.29734 2.29096 -6.92469
H -3.50509 -2.73227 -2.04776
H 7.39320 8.71575 0.81429
H 0.01353 -2.03895 0.88150
H -8.16498 -5.34438 -1.01363
H -5.95590 -1.11210 -8.22639
*
```

=====

Record 4
ORCA calculation (ωB97M-V/def2-TZVPD) on 2 unconnected molecules or ions with the total composition C5H14N4.

## Properties
Energy above the lowest of the compared OMol25 structures with the same formula, charge and spin (kJ/mol): 138.8
SMILES string: [H]/N=C(/C)NC.C=CNN
F_max (eV/Å): 0.717
DFT total energy (Ha): -417.875641
Highest occupied orbital energy (eV): -7.6

```
! RIJCOSX wB97M-V def2-TZVPD def2/J DEFGRID3
* xyz 0 1
N -0.23446 -0.41265 0.53653
N 2.26762 -0.36787 -1.03312
N 2.06051 -0.96746 -2.29703
N -1.95351 0.77419 1.56399
C -0.73083 0.67276 0.96833
C 0.08162 1.92608 0.85830
C 1.15512 -3.03169 -1.42791
C -2.61141 2.00237 1.93332
C 1.39713 -2.17228 -2.41317
H 0.69769 -3.98278 -1.62759
H -2.97181 2.55711 1.05884
H 0.31935 2.30846 1.84926
H 1.81838 -0.27043 -2.98886
H -3.46336 1.77012 2.56971
H -0.82892 -1.23237 0.63231
H 1.14095 -2.41278 -3.43701
H -1.92906 2.64226 2.49247
H 1.00380 1.70079 0.33203
H -0.47079 2.68960 0.31433
H 2.97909 -0.91086 -0.54742
H 1.39871 -2.81753 -0.40240
H 1.40755 -0.41362 -0.46530
H -2.53338 -0.05141 1.53040
*
```

=====

Record 5
ORCA calculation (ωB97M-V/def2-TZVPD) on a molecular structure, C42H101N9O14SrV in a non-equilibrium geometry.

## Properties
F_max (eV/Å): 4.352
DFT total energy (Ha): -4181.293847
Highest occupied orbital energy (alpha / beta) (eV): -12.2 / -12.2

```
! RIJCOSX wB97M-V def2-TZVPD def2/J DEFGRID3
* xyz 2 2
Sr 2.44662 -1.05531 2.33875
V -4.37560 -1.00557 -2.66952
O -6.09833 0.25024 -2.10697
O -4.86928 -2.39172 -3.11427
O -2.37841 -0.95359 -2.79734
O 3.07127 -6.86954 2.78972
O 1.88573 0.65549 4.51594
O -3.87049 -1.20390 -0.78015
O -0.62807 2.06502 1.67046
O 5.04374 -0.66794 2.26373
O 3.56082 3.79415 -3.14371
O -3.05331 -6.26816 2.47372
O -0.15995 -0.70847 1.81512
O 1.35250 -1.79893 -0.14034
O -2.82560 4.06765 -0.75359
O 0.57040 2.56489 -6.01854
N 3.14476 -3.87427 2.25957
N -1.22890 1.19178 4.24394
N -4.39598 0.41623 -4.26088
N 3.24485 1.24293 1.12538
N 3.70156 1.33940 -1.86147
N -2.40369 2.98489 -4.26425
N 2.95472 -1.97668 4.96208
N -3.86825 -2.92301 3.17259
N 2.70930 -0.34088 -6.20941
C -0.33948 -1.33268 -1.70381
C -2.13985 -1.23485 0.72303
C -1.95925 3.31401 -2.88536
C -2.00558 1.78154 2.00064
C -4.98248 -4.13830 1.33227
C -5.65874 1.25743 -4.28014
C 6.18581 1.52686 -2.04732
C -3.83908 4.74078 -0.07866
C -2.43552 3.34088 3.99205
C -1.70138 -1.11952 -1.73845
C 2.05958 0.11361 5.86488
C 0.23305 -1.47002 -0.39535
C 3.30677 4.49763 -4.35712
C 2.74380 -8.28786 2.82915
C -3.16190 3.88280 -2.09849
C 4.96428 0.60714 2.86317
C -6.68684 0.67091 -3.36728
C 2.30934 -1.78054 7.33414
C -6.30720 1.58791 -5.64779
C 2.05359 -4.58143 3.07877
C 0.48579 -0.18753 -5.24851
C 4.56693 1.56348 1.75676
C -4.21104 -4.19786 2.70897
C 4.75568 3.07356 -3.28074
C -2.29180 1.93105 3.52001
C -0.39775 2.05080 0.28021
C 4.92858 2.27221 -1.97191
C 1.75374 1.81279 -5.90643
C -0.79400 4.26252 -2.77081
C -2.84875 -4.87279 2.55593
C 4.46003 3.00307 2.22516
C 0.69955 -3.94328 2.93212
C 6.43326 -0.92540 1.79954
C -6.70732 0.52324 -0.87907
C 2.00160 -1.38600 5.89880
C 1.87145 -6.11188 2.79066
C 0.49420 3.48332 -7.12943
C 1.49659 0.34615 -6.29889
C 1.85166 2.13676 4.58668
C -2.00008 -7.05425 2.15766
C -0.68683 -1.20777 0.81911
C -2.60464 -1.23827 -0.55491
H 2.66038 2.55426 5.21109
H 3.89804 -1.66536 5.12906
H 1.98769 -8.47601 1.99024
H 7.06700 2.11761 -2.09545
H -4.01680 3.22906 -2.20105
H -6.82060 1.64927 -0.84646
H 1.31863 -6.31027 1.86558
H 4.02952 3.01797 3.21104
H 2.07600 1.94629 -4.90676
H 4.05506 -4.27218 2.59437
H -3.66625 1.07101 -4.06251
H -3.20379 1.37321 3.63942
H -0.55943 3.70626 -7.33533
H -0.93810 5.12820 -3.40072
H -4.79541 4.37557 -0.38404
H -7.21151 2.14631 -5.43208
H 4.18348 4.41077 -5.02635
H 2.90115 1.84539 -2.15167
H -2.37695 -8.03656 2.28511
H -3.55885 -2.87733 4.14302
H 0.93079 3.05433 -8.01687
H -7.08438 -0.25783 -3.87763
H 3.33574 -1.99505 7.57350
H -4.15922 -0.09550 -5.02752
H -2.35730 -4.49684 1.61334
H -2.68224 2.55274 1.55337
H -3.81587 5.82963 -0.38204
H 6.86523 -0.07692 1.32044
H -1.76328 2.40795 -2.37389
H -1.10497 0.22701 3.88389
H 4.15918 0.63084 3.58523
H 3.09191 -2.97653 5.23460
H 1.84475 -1.11300 8.04054
H 2.45410 4.10422 -4.91779
H -3.30694 3.81171 3.40900
H 3.01483 -4.32362 1.33259
H 5.56710 3.72277 -3.39956
H 4.71707 2.33387 -4.09918
H -4.92688 -4.78496 3.35706
H 3.63090 -8.89736 2.60570
H -3.76588 4.53345 0.95198
H -1.72897 -6.90307 1.10141
H 0.63206 0.33506 -4.30444
H -5.43242 2.22444 -3.79346
H -0.94095 1.18437 -0.21198
H 2.62510 1.99602 1.49822
H 0.60570 -1.31116 -5.11703
H 1.25758 -6.40027 3.66354
H 1.02615 -1.75699 5.54176
H 6.48169 -1.85630 1.15903
H 5.44025 3.43795 2.28207
H -4.42319 -3.45867 0.69598
H 3.11919 5.57431 -4.20309
H 0.41652 -3.20981 3.68896
H -5.96007 -3.73062 1.59186
H -2.19655 -4.61310 3.42370
H -2.63768 3.84180 -4.76123
H 3.96325 0.47882 -2.47383
H 1.89866 2.47198 3.57902
H 6.24729 0.78564 -2.83359
H -6.05716 0.24597 -0.07528
H 1.86747 -2.75426 7.53200
H -2.70881 3.53863 5.03130
H -1.53081 3.90411 3.72217
H -0.12599 -4.75491 3.00510
H -0.63352 4.53220 -1.75801
H 0.87261 2.49049 4.99142
H 3.27124 -0.46311 -7.07998
H -6.60066 0.67322 -6.17823
H -1.53773 1.11193 5.22433
H 1.02531 0.37486 -7.25637
H -4.66171 -2.29675 3.25932
H -1.69921 2.47051 -4.81755
H -1.11857 -6.95284 2.78097
H 5.33977 1.58419 0.97469
H -2.26547 0.78664 1.57341
H 2.28645 -8.56715 3.77013
H -7.48508 1.39945 -3.15953
H 3.34406 1.29290 0.04194
H -0.57736 -0.00853 -5.56917
H -3.47234 4.84294 -2.55775
H 5.85737 1.01168 3.30938
H 1.29886 0.52542 6.55133
H -0.66634 2.97232 -0.23856
H -2.74809 -1.30050 1.60355
H 0.65395 -3.37507 1.92357
H 0.07156 3.88331 -3.17470
H 2.53741 2.21346 -6.49673
H 3.07472 0.52923 6.17868
H -7.65121 0.10949 -0.70077
H 3.78649 3.48772 1.53212
H 4.91304 2.93273 -1.13647
H 1.12471 4.34874 -6.95356
H -5.06252 -5.06969 0.84148
H 0.25987 -1.42214 -2.59222
H 7.05085 -1.08767 2.62618
H 2.66448 -1.17051 -5.60275
H 0.65901 1.97607 0.09891
H -5.57539 2.17310 -6.26621
H 2.44360 -4.60108 4.09619
H 6.28149 0.95323 -1.09432
*
```

=====

Record 6
ORCA calculation (ωB97M-V/def2-TZVPD) on a single C2H2N2 molecule in a non-equilibrium geometry.

## Properties
Energy above the lowest of the compared OMol25 structures with the same formula, charge and spin (kJ/mol): 32.4
F_max (eV/Å): 5.122
DFT total energy (Ha): -186.718874
Highest occupied orbital energy (alpha / beta) (eV): -7.1 / -10.1

```
! RIJCOSX wB97M-V def2-TZVPD def2/J DEFGRID3
* xyz 0 3
N -1.32650 -3.17751 -1.33907
N -0.83373 -2.19443 -1.06970
C -0.98855 -0.99111 -0.75980
C -0.21539 -0.29583 0.08926
H 0.68082 -0.83964 0.35099
H -0.50486 0.75903 0.31286
*
```